105
Properties=species:S:1:pos:R:3 method="wB97M-V/def2-TZVPD" e_above_lowest_kj_mol=0.0 e_lumo_ev="-0.507 / -0.818" mol_weight_da=841.984 spin_multiplicity=6 homo_ev="-6.97 / -7.18" orbital_gap_ev="6.466 / 6.367"
Fe -0.800 0.064 -0.725
C 0.290 1.411 -3.873
Si -1.310 2.151 -3.288
C -2.536 1.848 -4.679
C -0.880 3.998 -3.124
N -1.898 1.526 -1.757
C -2.888 2.239 -1.103
C -3.692 3.275 -1.645
C -4.503 4.082 -0.868
C -4.576 3.911 0.508
C -3.894 2.845 1.072
C -3.153 2.003 0.265
O -2.487 0.863 0.744
C -2.907 0.127 1.820
C -4.163 0.110 2.340
C -4.473 -0.740 3.420
C -3.504 -1.644 3.912
C -2.271 -1.714 3.363
C -1.792 -0.769 2.287
H 0.626 2.040 -4.704
H 0.203 0.383 -4.232
H 1.070 1.418 -3.108
H -2.093 2.144 -5.635
H -3.488 2.369 -4.577
H -2.753 0.778 -4.733
H -1.169 4.562 -4.015
H 0.205 4.094 -3.018
H -1.348 4.485 -2.269
H -3.651 3.463 -2.705
H -5.075 4.868 -1.347
H -5.167 4.571 1.128
H -3.947 2.669 2.137
H -4.931 0.734 1.911
H -5.468 -0.723 3.840
H -3.768 -2.318 4.718
H -1.543 -2.431 3.725
H -0.261 -1.633 1.218
O 1.057 -2.348 -0.191
C 2.131 -2.065 -1.091
C 1.638 -1.022 -2.167
O 2.426 -0.713 -3.043
O 0.440 -0.604 -2.061
C 2.481 -3.335 -1.867
C 3.720 -3.485 -2.485
C 3.983 -4.590 -3.274
C 3.015 -5.571 -3.468
C 1.782 -5.439 -2.854
C 1.515 -4.325 -2.065
C 3.313 -1.525 -0.283
C 3.421 -1.852 1.068
C 4.455 -1.356 1.848
C 5.412 -0.521 1.289
C 5.321 -0.200 -0.057
C 4.285 -0.695 -0.838
H 1.036 -3.300 -0.046
H 4.488 -2.738 -2.347
H 4.952 -4.684 -3.748
H 3.221 -6.425 -4.100
H 1.015 -6.188 -2.996
H 0.514 -4.229 -1.632
H 2.683 -2.498 1.524
H 4.509 -1.621 2.897
H 6.217 -0.126 1.895
H 6.061 0.448 -0.510
H 4.201 -0.403 -1.876
C -1.184 -4.428 0.735
Si -2.087 -2.848 0.278
C -3.856 -3.083 0.799
C -2.117 -2.518 -1.552
N -1.254 -1.475 1.083
C -0.642 0.036 2.922
C -0.732 1.399 3.172
C 0.306 2.067 3.809
C 1.445 1.384 4.209
C 1.544 0.022 3.960
C 0.508 -0.644 3.324
H -1.242 -5.171 -0.067
H -1.669 -4.860 1.614
H -0.131 -4.291 0.997
H -4.315 -3.765 0.077
H -4.431 -2.157 0.791
H -3.940 -3.524 1.790
H -2.490 -3.397 -2.086
H -1.139 -2.276 -1.984
H -2.800 -1.691 -1.773
H -1.612 1.956 2.874
H 0.225 3.132 3.988
H 2.254 1.912 4.696
H 2.430 -0.523 4.260
H 0.600 -1.711 3.149
N 3.148 5.651 1.144
C 3.163 4.475 1.788
S 4.057 4.209 3.144
C 2.274 3.430 1.194
C 1.099 3.770 0.534
C 0.290 2.767 0.031
N 0.603 1.472 0.145
C 1.730 1.147 0.779
C 2.588 2.086 1.317
H 3.750 6.383 1.483
H 2.739 5.745 0.230
H 0.774 4.798 0.436
H -0.629 2.992 -0.490
H 1.956 0.096 0.847
H 3.489 1.779 1.829



155
Properties=species:S:1:pos:R:3 method="wB97M-V/def2-TZVPD" e_lumo_ev="-1.674 / -1.657" mol_weight_da=1674.551 spin_multiplicity=3 homo_ev="-9.55 / -10.28" orbital_gap_ev="7.873 / 8.619"
O -2.815 3.864 -1.619
V -3.247 3.060 -2.909
O 1.684 1.240 2.861
C 1.135 0.714 1.898
O -0.146 0.512 1.575
B -0.273 -0.038 0.190
O 1.158 -0.144 -0.266
C 1.995 0.096 0.758
O 3.199 0.035 0.834
O -0.943 0.871 -0.772
C -2.034 0.253 -1.234
O -2.830 0.824 -2.006
C -2.178 -1.085 -0.652
O -1.017 -1.323 0.003
O -3.071 -1.917 -0.833
C 3.121 -2.846 2.709
C 2.031 -3.307 1.732
O 0.815 -3.338 2.403
C -0.340 -3.859 1.850
O -0.332 -4.526 0.833
C -1.621 -3.564 2.764
F -2.488 -2.837 2.082
F -2.245 -4.745 3.119
F -1.324 -2.927 3.907
H 3.141 -1.758 2.776
H 4.140 -3.055 2.383
H 2.932 -3.313 3.676
H 2.217 -4.295 1.310
H 1.892 -2.700 0.838
C -1.437 1.625 4.402
C -2.832 1.753 4.995
O -3.371 3.048 4.773
C -3.060 4.059 5.643
O -2.373 3.970 6.629
C -3.915 5.319 5.367
F -4.943 5.158 4.570
F -4.400 5.751 6.538
F -3.107 6.270 4.954
H -1.386 2.133 3.438
H -1.208 0.570 4.252
H -0.675 2.193 4.935
H -2.704 1.575 6.063
H -3.477 0.964 4.610
C 5.991 3.669 2.572
C 4.653 3.386 1.809
O 4.554 4.128 0.563
C 4.310 5.466 0.532
O 4.167 6.177 1.559
C 4.160 6.024 -0.875
F 4.839 7.129 -1.016
F 4.531 5.186 -1.773
F 2.881 6.377 -0.982
H 6.121 4.720 2.830
H 6.914 3.503 2.016
H 6.164 3.209 3.545
H 3.818 3.704 2.433
H 4.759 2.306 1.699
C -3.344 -5.279 -0.315
C -3.989 -5.013 -1.757
O -3.199 -5.722 -2.711
C -3.711 -5.999 -3.935
O -4.880 -5.816 -4.286
C -2.749 -6.598 -5.007
F -1.509 -6.722 -4.567
F -3.186 -7.785 -5.392
F -2.796 -5.822 -6.037
H -3.753 -4.629 0.458
H -2.259 -5.173 -0.315
H -3.524 -6.308 -0.002
H -4.124 -3.975 -2.059
H -5.002 -5.416 -1.747
C 1.033 2.067 -7.079
C 0.186 2.039 -5.832
O 0.851 2.452 -4.694
C 0.247 2.826 -3.552
O -0.974 2.720 -3.362
C 1.205 3.390 -2.469
F 1.219 2.714 -1.352
F 2.434 3.483 -3.037
F 0.781 4.602 -2.144
H 0.482 2.131 -8.017
H 1.702 1.220 -7.225
H 1.516 3.040 -7.172
H -0.284 1.075 -5.639
H -0.602 2.769 -6.018
C 0.812 -5.350 -2.632
C 0.341 -3.854 -2.629
O 1.478 -3.016 -2.783
C 1.413 -1.639 -3.098
O 0.377 -1.110 -3.216
C 2.729 -0.883 -3.293
F 3.753 -1.632 -3.087
F 2.817 -0.342 -4.521
F 2.843 0.232 -2.586
H 1.335 -5.657 -3.538
H -0.071 -5.982 -2.546
H 1.485 -5.495 -1.787
H -0.107 -3.622 -1.663
H -0.358 -3.711 -3.453
C -6.818 -1.806 -1.919
C -5.745 -0.887 -2.587
O -6.545 -0.127 -3.431
C -6.092 1.068 -3.967
O -5.019 1.628 -3.596
C -6.860 1.480 -5.290
F -6.123 1.186 -6.388
F -8.102 1.026 -5.405
F -6.932 2.847 -5.270
H -7.374 -2.279 -2.729
H -7.499 -1.256 -1.270
H -6.354 -2.624 -1.368
H -5.003 -1.473 -3.128
H -5.133 -0.369 -1.848
C -9.075 1.416 -0.309
C -7.749 2.147 -0.605
O -6.828 1.813 0.403
C -5.529 2.090 0.273
O -4.965 2.419 -0.781
C -4.716 1.788 1.564
F -5.562 1.799 2.639
F -4.046 0.580 1.435
F -3.855 2.793 1.801
H -9.492 1.482 0.696
H -8.998 0.335 -0.427
H -9.892 1.794 -0.924
H -7.914 3.224 -0.653
H -7.443 1.920 -1.626
C 5.583 -0.165 4.020
C 4.321 0.135 4.824
O 4.575 1.404 5.430
C 5.292 1.551 6.540
O 5.585 0.600 7.296
C 5.676 3.014 6.848
F 5.376 3.416 8.104
F 6.963 3.216 6.662
F 5.050 3.829 5.983
H 5.735 0.524 3.188
H 5.469 -1.163 3.598
H 6.475 -0.169 4.646
H 4.051 -0.761 5.383
H 3.461 0.314 4.177
C 5.971 -0.008 -1.245
C 5.874 -1.311 -0.378
O 7.052 -2.102 -0.393
C 7.813 -2.260 0.693
O 7.651 -1.599 1.701
C 9.025 -3.238 0.601
F 9.012 -3.971 -0.532
F 10.176 -2.562 0.661
F 9.009 -4.080 1.575
H 6.526 0.859 -0.887
H 4.963 0.353 -1.451
H 6.396 -0.262 -2.216
H 5.072 -1.833 -0.900
H 5.366 -1.221 0.582